Entry 1:
The following is a DFT calculation (the ωB97M-V functional and the def2-TZVPD basis) of one molecule with the formula C6H4OS in a non-equilibrium geometry.

Output
- HOMO-LUMO gap (Ha) = 0.333
- ΔE to the lowest compared entry with this formula, charge and spin (kcal/mol) = 78.7
- SMILES string = C#CC(C#C)C(O)=S
- multiplicity = 1
- largest force on an atom (Eh/bohr) = 0.173

```
12
C6H4OS | the Open Molecules 2025 dataset | the ωB97M-V functional and the def2-TZVPD basis
C 0.3636 -2.4104 0.3114
H -0.9818 0.7375 -3.5498
S -1.8953 0.9439 1.3630
C 0.3177 0.2205 -0.0853
H 1.3523 0.3492 -0.1586
C 0.2185 -1.2705 0.1014
O 0.7705 1.5035 1.9723
H 0.1930 1.7416 2.8643
H 0.9432 -3.5930 0.1430
C -0.3189 0.4171 -1.4574
C -0.7170 0.3102 -2.6528
C -0.2459 1.0504 1.1485
```

Atom charges from the natural (NBO) analysis, given in e for atoms 1 to 2: C -0.21; H 0.23

Entry 2:
The following is a DFT calculation (the ωB97M-V functional and the def2-TZVPD basis) of C4H3CuO6 as an isolated structure in a non-equilibrium geometry.

Output
- HOMO-LUMO gap (Ha) = 0.250
- ΔE to the lowest compared entry with this formula, charge and spin (kcal/mol) = 0.0
- multiplicity = 1
- largest force on an atom (Eh/bohr) = 0.164

```
14
C4H3CuO6 | the Open Molecules 2025 dataset | the ωB97M-V functional and the def2-TZVPD basis
H 0.6055 2.0201 2.2892
O 2.3421 0.1531 1.3654
O -0.9711 1.3107 1.2362
H 4.8716 -0.6621 -0.2934
C 0.2914 1.0729 1.8176
H 0.2428 0.3215 2.6214
C 3.0813 -0.5996 0.2608
O 4.3599 -0.6209 0.5294
O -1.1179 -0.9056 0.8630
O -2.7553 0.4749 0.2367
Cu -2.9057 -1.6846 0.1261
C 1.3358 0.7519 0.8130
C -1.6381 0.2274 0.7398
O 2.6053 -0.2751 -0.8109
```

Atom charges from the natural (NBO) analysis, given in e for atoms 1 to 2: H 0.23; O -0.54

Entry 3:
The following is a DFT calculation (the ωB97M-V functional and the def2-TZVPD basis) of a 14-piece molecular cluster, H29O14 overall in a non-equilibrium geometry.

Output
- HOMO-LUMO gap (Ha) = 0.393
- ΔE to the lowest compared entry with this formula, charge and spin (kcal/mol) = 183.5
- multiplicity = 1
- largest force on an atom (Eh/bohr) = 0.196
- total charge = +1

```
43
H29O14 | the Open Molecules 2025 dataset | the ωB97M-V functional and the def2-TZVPD basis
H 0.1381 -3.0668 1.6090
O -0.6945 3.3922 -2.2889
H 1.1049 2.0310 4.6204
H 0.2272 -4.7703 -2.1116
O 2.7622 0.7595 3.5078
H 3.4186 0.4164 4.0951
H -2.4070 1.0547 0.4011
O 3.0866 -2.1504 -2.8037
H -3.4272 1.0158 1.6616
H 2.6649 -2.8273 -3.2726
H 2.9449 1.0325 2.5213
H 0.3017 -1.1777 -3.7660
H -0.3975 -4.5260 -0.8660
H -1.0720 3.2420 -3.1520
H 0.8796 0.1404 -3.9209
H 2.7142 1.9597 0.0925
H -0.5400 2.6293 2.6743
H -2.0364 -2.3273 0.6837
O 1.2658 2.7341 3.9417
H -0.8783 -0.6166 0.2715
H -0.3301 -2.3726 2.7930
H 1.9973 2.3670 3.4707
O 0.5861 -0.3918 -3.2249
O -0.3490 0.2379 0.1126
O -0.6784 -2.7526 2.0069
H -1.9038 -2.3457 -0.8117
H 0.0287 0.0262 -0.6897
H 3.5274 1.5009 1.1453
O -0.7488 2.0554 1.7976
O 2.6376 1.6066 0.8487
O -2.0371 -1.3035 -2.5739
O -1.5746 -2.1263 -0.0668
H 2.6238 -1.2727 -2.6822
H -2.3594 -1.9815 -2.0654
O -2.5838 0.6179 1.3808
O -0.4474 -4.2353 -1.7907
H -1.6011 1.4268 1.8858
H -2.4241 -1.3162 -3.5607
H -1.5470 1.7003 -0.8425
H -0.0937 2.6535 -2.0963
H -1.1133 3.0501 -0.5444
H 0.2029 1.4558 1.8810
O -1.8679 2.4545 -0.2712
```

Atom charges from the natural (NBO) analysis, given in e for atoms 1 to 2: H 0.48; O -0.94

Entry 4:
The following is a DFT calculation (the ωB97M-V functional and the def2-TZVPD basis) of one molecule with the formula C4H6N2O2 in a non-equilibrium geometry.

Output
- HOMO-LUMO gap (Ha) = 0.274
- ΔE to the lowest compared entry with this formula, charge and spin (kcal/mol) = 95.2
- multiplicity = 1
- largest force on an atom (Eh/bohr) = 0.062

```
14
C4H6N2O2 | the Open Molecules 2025 dataset | the ωB97M-V functional and the def2-TZVPD basis
C -0.0097 -1.5703 0.0819
N 1.2201 -1.3579 0.0658
H 1.8948 -2.1220 0.0905
N -1.0598 -2.1250 -0.1236
C -0.9396 1.3160 -0.7319
H -0.9636 2.4041 -0.6420
H 1.7414 0.3426 1.3714
O -0.7758 0.8416 1.6220
H -1.9637 0.9485 -0.8143
H -0.3864 1.0550 -1.6332
O 1.9932 1.0326 -0.5455
C 1.4311 0.3718 0.3173
C -0.3073 0.7429 0.5122
H -1.8748 -1.8800 0.4295
```

Atom charges from the natural (NBO) analysis, given in e for atoms 1 to 2: C 0.72; N -0.68